## w
Here is an isolated molecule of C3H5NOS from the OMol25 dataset. Energies are from the ωB97M-V functional and the def2-TZVPD basis.

Element x y z (Å)
C (-2.43, -0.67, -0.03)
N (-1.26, -1.14, 0.03)
O (-0.33, -0.07, -0.05)
C (1.03, -0.32, -0.02)
C (1.71, 1.02, 0.00)
S (1.71, -1.82, -0.01)
H (-2.68, 0.42, 0.08)
H (-3.21, -1.45, -0.06)
H (1.27, 1.61, -0.79)
H (1.38, 1.50, 0.92)
H (2.80, 0.93, -0.07)

SMILES: C=NOC(C)=S
Orbital gap in eV: 8.97
Net charge: 0
Highest occupied orbital energy in eV: -8.650
2S+1: 1


## x
Here is a structure of composition C3H5NOS from the OMol25 dataset. Energies are from the ωB97M-V functional and the def2-TZVPD basis.

Element x y z (Å)
C (-1.00, -0.51, 0.33)
C (0.22, -0.96, 0.61)
C (-1.16, 0.92, -0.09)
N (2.20, -0.44, -0.88)
O (-0.02, 1.65, 0.05)
S (1.59, 0.15, 0.41)
H (-1.88, -1.13, 0.40)
H (0.45, -1.97, 0.91)
H (-1.53, 0.94, -1.14)
H (-1.96, 1.35, 0.54)
H (3.08, -0.01, -1.15)

Orbital gap (spin up / spin down) in eV: 8.61 / 8.61
Net charge: 0
Highest occupied orbital energy (spin up / spin down) in eV: -9.165 / -9.162
2S+1: 1


## y
Here is an isolated molecule of C3H5NOS from the OMol25 dataset. Energies are from the ωB97M-V functional and the def2-TZVPD basis.

Element x y z (Å)
C (-1.88, 0.02, -0.12)
C (-0.36, 0.12, -0.03)
N (0.15, -1.09, 0.05)
O (1.54, -1.04, -0.44)
C (2.01, 0.26, 0.17)
S (0.63, 1.40, -0.18)
H (-2.58, 0.79, 0.65)
H (-2.33, 0.18, -1.19)
H (-2.19, -0.95, 0.26)
H (2.90, 0.41, -0.51)
H (2.10, -0.10, 1.33)

SMILES: CC1=NOCS1
Orbital gap in eV: 9.62
Net charge: 0
Highest occupied orbital energy in eV: -8.925
2S+1: 1


Name the least stable of them. y.


## w
Here is a cluster of 2 separate species, C3H5NOS in total from the OMol25 dataset. Energies are from the ωB97M-V functional and the def2-TZVPD basis.

Element x y z (Å)
C (-0.02, -0.55, 0.95)
C (-1.02, -0.62, -1.46)
C (-0.16, -0.23, -0.42)
N (1.22, -0.47, 1.47)
O (-1.02, -0.92, 1.51)
S (0.78, -0.57, -1.83)
H (-1.51, -1.72, -1.54)
H (-1.65, 0.16, -1.95)
H (-0.16, 2.55, 0.08)
H (2.08, -0.11, 1.21)
H (1.43, -0.87, 2.34)

Orbital gap (spin up / spin down) in eV: 8.86 / 7.90
Net charge: 0
Highest occupied orbital energy (spin up / spin down) in eV: -9.784 / -8.161
2S+1: 1


## x
Here is an isolated molecule of C3H5NOS from the OMol25 dataset. Energies are from the ωB97M-V functional and the def2-TZVPD basis.

Element x y z (Å)
C (-0.32, -0.45, 1.10)
C (0.03, 0.18, -0.17)
C (-0.45, 1.55, -0.53)
S (-1.34, 2.64, 0.27)
N (0.73, -0.33, -1.11)
O (1.04, -1.63, -0.77)
H (-0.48, -1.49, 0.87)
H (0.52, -0.37, 1.82)
H (-1.21, 0.01, 1.52)
H (-0.09, 1.88, -1.51)
H (1.56, -1.97, -1.50)

SMILES: C/C(C=S)=N\O
Orbital gap in eV: 8.15
Net charge: 0
Highest occupied orbital energy in eV: -8.882
2S+1: 1


## y
Here is an isolated molecule of C3H5NOS from the OMol25 dataset. Energies are from the ωB97M-V functional and the def2-TZVPD basis.

Element x y z (Å)
C (-0.14, -1.37, 1.76)
O (0.04, -0.06, 1.33)
N (-0.13, -0.07, -0.09)
C (0.25, 1.02, -0.75)
C (0.00, 1.03, -2.13)
S (0.71, 2.10, -3.09)
H (-1.13, -1.75, 1.50)
H (-0.01, -1.37, 2.89)
H (0.71, -1.90, 1.21)
H (0.60, 2.00, -0.32)
H (-0.89, 0.38, -2.33)

SMILES: CO/N=C/C=S
Orbital gap in eV: 8.00
Net charge: 0
Highest occupied orbital energy in eV: -9.157
2S+1: 1


Name the least stable of them. w.


## w
Here is an isolated molecule of C3H5NOS from the OMol25 dataset. Energies are from the ωB97M-V functional and the def2-TZVPD basis.

Element x y z (Å)
O (-1.26, 0.92, 0.81)
C (-0.57, 0.44, -0.37)
C (-0.11, -1.01, -0.18)
C (1.17, -1.15, 0.23)
S (2.02, 0.35, 0.31)
N (0.72, 1.15, -0.46)
H (-2.16, 0.82, 0.49)
H (-1.27, 0.46, -1.26)
H (-0.72, -2.01, -0.14)
H (1.48, -2.05, 0.69)
H (0.70, 2.08, -0.12)

SMILES: O[C@@H]1C=CSN1
Orbital gap in eV: 8.62
Net charge: 0
Highest occupied orbital energy in eV: -7.827
2S+1: 1


## x
Here is an isolated molecule of C3H5NOS from the OMol25 dataset. Energies are from the ωB97M-V functional and the def2-TZVPD basis.

Element x y z (Å)
C (0.01, 0.16, 0.64)
C (2.32, -0.02, 1.52)
C (-0.44, -0.79, -0.35)
N (1.24, 0.13, 1.02)
O (-1.50, -0.41, -2.86)
S (-0.37, 0.03, -2.14)
H (-0.48, 0.97, 1.07)
H (3.27, 0.32, 1.46)
H (0.13, -1.58, -0.57)
H (-1.48, -1.16, -0.09)
H (-0.69, 1.25, -1.49)

Orbital gap in eV: 8.36
Net charge: 0
Highest occupied orbital energy in eV: -7.610
2S+1: 1


Name the least stable of them. x.